The following is a quantum chemistry calculation of C30H48FN2O10 as an isolated structure in a non-equilibrium geometry, from the Open Molecules 2025 dataset.

Structure (XYZ):
```
91
Properties=species:S:1:pos:R:3
F -20.45814 -1.48645 0.61688
C -19.31075 -6.28151 1.38426
O -19.43509 -5.13148 2.07993
C -18.62899 -4.11435 1.61854
C -18.75717 -2.74923 2.37265
N -20.12118 -2.26412 2.38209
C -20.39113 -1.17894 3.41586
C -20.42231 -1.73267 4.80936
O -21.02610 -3.04321 4.91990
C -21.19495 -3.45106 6.31749
H -19.95289 -7.10798 1.68873
H -18.27903 -6.63298 1.39541
H -19.57317 -6.24160 0.32708
H -18.91226 -3.91390 0.58526
H -17.58303 -4.42101 1.62487
H -18.22960 -1.93756 1.87169
H -18.30663 -2.89658 3.35417
H -20.20349 -1.85123 1.46402
H -21.29192 -0.62823 3.14493
H -19.71216 -0.34594 3.23361
H -20.96032 -1.03452 5.45064
H -19.39769 -1.76100 5.18010
H -22.18446 -3.84771 6.54473
H -21.06815 -2.61342 7.00334
H -20.53774 -4.26768 6.61634
C -21.99797 -7.22523 1.86660
O -21.59151 -5.91772 1.55472
C -21.52783 -5.57957 0.18478
C -21.27702 -4.12085 -0.08513
N -21.80285 -3.19975 0.96267
C -23.26915 -3.09810 1.11399
C -23.52317 -2.05982 2.22898
O -22.89594 -2.40302 3.44605
C -23.17581 -1.71537 4.61641
H -23.05684 -7.41143 1.68710
H -21.70998 -7.54041 2.86951
H -21.54661 -7.97119 1.21245
H -22.48058 -5.81355 -0.29022
H -20.74384 -6.16373 -0.29712
H -21.76822 -3.80593 -1.00580
H -20.23452 -3.87539 -0.28778
H -21.47851 -2.26331 0.76781
H -23.84369 -4.00344 1.30984
H -23.72940 -2.56556 0.28172
H -24.58772 -1.98774 2.45174
H -23.35743 -1.04121 1.87819
H -24.22022 -1.70157 4.92806
H -23.06355 -0.65383 4.39588
H -22.55503 -1.91791 5.48916
C -23.66877 -1.16996 -1.64116
C -24.21772 0.15886 -1.73558
C -23.37892 1.22860 -1.63734
C -22.11571 1.13611 -1.02431
C -21.50871 -0.13260 -0.86674
C -22.34920 -1.26839 -1.11756
O -21.79216 -2.49052 -0.76506
O -23.78516 2.51020 -1.85548
H -24.22789 -2.05471 -1.90762
H -25.15780 0.21875 -2.26382
H -21.50760 2.02423 -0.93557
H -20.47419 -0.11657 -0.55705
H -21.13497 -2.25329 -0.10670
H -24.53677 2.59055 -1.26368
C -16.64630 -3.56591 -1.19976
C -17.84317 -3.04154 -1.72585
C -18.62318 -2.19061 -0.93457
C -18.16690 -1.82126 0.34418
C -16.99332 -2.33627 0.84735
C -16.28945 -3.31923 0.13448
O -15.14608 -3.91697 0.52989
O -19.64298 -1.46983 -1.49227
H -16.01963 -4.25719 -1.74366
H -18.24611 -3.23060 -2.70987
H -18.67621 -1.09567 0.96104
H -16.70224 -2.07169 1.85316
H -14.62728 -3.65245 1.29309
H -20.20910 -1.26559 -0.74434
C -20.34276 3.04918 2.15304
C -19.90008 1.76647 2.41219
C -19.58312 0.94915 1.36823
C -19.59287 1.31373 0.07022
C -20.09257 2.59968 -0.20493
C -20.55489 3.44009 0.82152
O -21.12367 4.64295 0.57472
O -19.22556 -0.32347 1.68097
H -20.61964 3.70516 2.96510
H -19.70767 1.48929 3.43813
H -19.16862 0.72203 -0.72747
H -20.08464 2.96099 -1.22269
H -21.13594 4.89170 -0.35242
H -19.83778 -0.86911 1.18191
```

The calculation puts the frontier orbital gap at 4.96 eV. Its strongest force on any atom is 18.61 eV Å⁻¹. The energy above the lowest of the compared OMol25 structures with the same formula, charge and spin is 737.0 kcal/mol. The calculation puts the LUMO energy at 2.4 eV. Its charge is -1.